1.
72
Properties=species:S:1:pos:R:3:forces:R:3:mulliken_charge:R:1 method="wB97M-V/def2-TZVPD" total_charge=0 e_above_lowest_kcal_mol=0.0 homo_ev=-7.3380 energy_ev=-104015.0143 homo_lumo_gap_ev=7.82
Cu 0.123 0.551 -0.746 -0.386 0.076 0.214 -0.6141
C 0.627 -1.551 2.226 0.020 -0.027 -0.087 -0.7863
C 1.896 -0.838 1.737 -0.106 -0.026 0.022 -1.0901
P 1.901 -0.580 -0.083 0.158 0.047 0.052 0.9886
C 3.600 0.014 -0.415 0.029 -0.095 -0.005 0.6643
C 4.124 1.075 0.325 0.034 -0.031 -0.067 -0.3001
C 5.392 1.562 0.040 -0.031 0.012 0.026 -0.7523
C 6.144 1.014 -0.989 0.013 0.000 -0.002 -0.4859
C 5.621 -0.027 -1.741 -0.010 -0.010 -0.007 -0.7229
C 4.358 -0.524 -1.454 -0.035 0.002 -0.003 -0.5058
C 1.952 -2.321 -0.640 0.121 -0.047 -0.073 -0.0245
C 2.899 -3.227 -0.159 0.018 0.011 -0.021 -0.1744
C 2.874 -4.552 -0.557 -0.026 -0.012 -0.017 -0.7936
C 1.896 -4.995 -1.444 0.001 0.007 0.008 -0.6480
C 0.953 -4.106 -1.931 0.003 -0.014 0.004 -0.7259
C 0.988 -2.775 -1.531 -0.040 0.014 0.017 0.0632
C -0.660 -0.706 2.216 0.085 0.125 -0.006 -1.6489
P -1.508 -0.574 0.587 0.054 -0.055 -0.079 1.3442
C -2.000 -2.283 0.172 -0.040 -0.029 0.088 0.4242
C -2.019 -3.339 1.079 0.038 0.037 0.007 -0.1827
C -2.421 -4.607 0.683 -0.011 -0.016 -0.040 -0.7926
C -2.832 -4.831 -0.624 0.006 0.008 0.018 -0.5742
C -2.836 -3.782 -1.534 0.015 -0.002 0.003 -0.7280
C -2.412 -2.523 -1.138 0.005 0.043 -0.067 -0.3246
C -3.120 0.154 1.076 0.015 0.015 -0.020 0.6560
C -3.157 1.512 1.404 -0.029 -0.065 -0.020 -0.3458
C -4.351 2.107 1.784 0.014 0.054 0.010 -0.7131
C -5.525 1.366 1.829 0.013 -0.009 -0.003 -0.5595
C -5.497 0.022 1.493 0.009 -0.018 0.000 -0.7094
C -4.303 -0.582 1.122 0.004 0.029 0.037 -0.6136
H 0.797 -1.880 3.254 0.044 0.053 0.015 0.4193
H 0.490 -2.469 1.645 -0.026 -0.011 0.027 0.2313
H 2.775 -1.429 2.004 0.007 0.012 0.012 0.6165
H 1.987 0.148 2.190 -0.024 0.030 0.023 0.7790
H 3.528 1.540 1.097 -0.055 0.023 0.058 0.3584
H 5.788 2.383 0.624 -0.001 -0.003 -0.003 0.4172
H 7.133 1.399 -1.206 -0.008 0.001 0.000 0.3761
H 6.197 -0.459 -2.550 0.000 0.001 0.004 0.3984
H 3.965 -1.344 -2.044 0.000 -0.016 0.002 0.3491
H 3.669 -2.889 0.525 0.005 -0.006 -0.005 0.3803
H 3.614 -5.246 -0.178 0.003 0.003 0.002 0.4195
H 1.873 -6.033 -1.750 0.002 -0.001 0.003 0.3872
H 0.181 -4.445 -2.610 0.001 0.000 0.001 0.4668
H 0.244 -2.076 -1.895 -0.017 0.010 -0.016 0.2282
H -0.403 0.330 2.457 -0.039 -0.006 0.056 0.5504
H -1.362 -1.045 2.982 -0.006 -0.066 -0.052 0.7711
H -1.717 -3.174 2.106 -0.013 -0.020 -0.005 0.3466
H -2.421 -5.421 1.397 0.003 0.004 0.002 0.4082
H -3.150 -5.818 -0.933 0.001 -0.001 0.006 0.3861
H -3.162 -3.946 -2.554 -0.001 -0.005 0.006 0.4016
H -2.401 -1.705 -1.853 0.005 -0.007 0.012 0.4255
H -2.253 2.103 1.338 0.039 0.010 -0.035 0.3433
H -4.364 3.160 2.037 -0.002 -0.007 0.002 0.4233
H -6.455 1.836 2.120 0.004 0.001 -0.002 0.3665
H -6.406 -0.566 1.522 0.000 0.007 0.000 0.4144
H -4.300 -1.634 0.870 0.000 -0.020 -0.015 0.3711
O 1.454 2.268 1.532 0.067 -0.045 0.024 -0.5356
C 0.510 2.863 1.003 -0.171 -0.010 -0.061 -0.3642
O -0.319 2.399 0.160 0.187 0.090 0.008 -0.3529
H 0.332 3.920 1.289 0.006 0.006 0.013 0.3504
C 0.826 -0.093 -4.186 0.013 -0.001 0.031 -0.6968
C -0.273 0.825 -3.783 0.004 0.049 -0.068 0.5883
N -0.588 1.171 -2.555 0.058 -0.092 -0.099 0.3320
C -1.642 2.056 -2.641 -0.022 -0.030 0.073 -0.5385
C -1.971 2.239 -3.944 0.009 0.008 -0.017 -0.5725
N -1.093 1.452 -4.660 0.020 -0.013 0.029 -0.0703
H 1.452 -0.288 -3.317 -0.005 -0.010 -0.003 -0.1579
H 1.446 0.353 -4.965 -0.008 0.008 0.000 0.4474
H 0.442 -1.044 -4.558 -0.007 -0.006 0.017 0.2493
H -2.057 2.492 -1.749 -0.003 0.023 -0.028 0.3737
H -2.719 2.847 -4.420 0.002 -0.004 0.004 0.4181
H -1.045 1.367 -5.660 -0.016 0.018 -0.011 0.1701

---

2.
51
Properties=species:S:1:pos:R:3:forces:R:3:mulliken_charge:R:1 method="wB97M-V/def2-TZVPD" multiplicity=6 total_charge=-2 e_above_lowest_kcal_mol=25.1 homo_ev="-1.8110 / -1.7932" energy_ev=-160278.3725 homo_lumo_gap_ev="5.22 / 5.20"
Fe -0.005 -0.264 0.601 0.912 -0.298 0.737 0.9837
O -3.925 -0.669 0.973 -0.023 0.015 0.007 -0.6867
Cl -2.666 -1.340 0.884 0.225 0.206 -0.129 1.8201
O -2.834 -2.751 0.950 -0.032 0.010 0.001 -0.6599
O -1.968 -0.947 -0.349 -0.130 -0.038 0.057 -0.5372
O -1.766 -0.872 1.950 -0.157 -0.075 -0.009 -0.6353
S 6.142 1.871 4.352 -0.103 0.040 -0.037 -0.3809
C 4.743 1.466 3.525 0.195 -0.136 0.069 0.1131
S 3.339 0.836 4.271 -0.075 0.041 0.090 -0.1589
C 2.341 0.652 2.850 -0.033 0.015 -0.016 0.1492
C 2.934 0.995 1.688 -0.090 0.021 -0.051 0.0236
S 2.179 0.912 0.125 -0.084 -0.089 -0.086 -0.4591
S 4.578 1.560 1.826 0.011 0.089 -0.092 -0.1292
S 0.709 0.085 3.001 -0.161 0.038 -0.149 -0.2503
C 1.543 5.537 -3.625 0.015 0.013 -0.027 -1.9094
C 0.792 5.940 -2.366 -0.005 -0.040 0.025 0.5958
C 1.643 6.863 -1.505 0.028 -0.009 -0.013 -1.0009
C 0.850 7.353 -0.308 -0.001 0.011 0.033 -1.0412
C 0.271 6.184 0.442 -0.001 -0.085 -0.056 1.1731
C -0.049 6.289 1.776 0.000 0.030 0.061 -0.6783
C -0.532 5.190 2.479 0.018 0.024 -0.032 0.0899
F -0.818 5.365 3.787 -0.004 -0.021 0.004 -0.3722
C -0.696 3.971 1.891 0.015 0.032 0.005 -1.0524
C -0.398 3.852 0.528 -0.027 -0.113 0.005 0.4411
C -0.549 2.533 -0.092 0.105 0.074 0.089 1.8895
O -0.930 1.582 0.608 -0.222 -0.134 -0.141 -0.9885
C -0.255 2.458 -1.479 -0.065 0.025 -0.021 -0.0511
C 0.161 3.576 -2.129 0.026 -0.005 -0.020 -0.6991
N 0.385 4.776 -1.552 -0.055 0.017 0.005 0.3442
C 0.084 4.943 -0.201 0.017 0.086 0.007 -0.6702
C -0.415 1.241 -2.360 0.404 0.101 0.089 0.1086
O -0.913 1.399 -3.447 -0.078 -0.067 -0.052 -0.5520
O 0.145 0.134 -1.891 -0.589 -0.135 -0.238 0.2565
H 1.928 6.442 -4.096 0.005 -0.005 -0.001 0.4389
H 0.916 5.032 -4.357 -0.005 0.004 0.003 0.5363
H 2.386 4.887 -3.382 -0.001 -0.003 0.003 0.3772
H -0.121 6.480 -2.650 0.002 0.005 -0.008 0.1249
H 1.980 7.701 -2.117 -0.004 0.002 0.003 0.3552
H 2.528 6.313 -1.174 0.004 0.006 -0.005 0.3530
H 0.049 8.019 -0.645 -0.001 -0.010 -0.011 0.3195
H 1.484 7.933 0.365 -0.009 0.014 -0.007 0.4232
H 0.094 7.226 2.300 0.009 -0.006 0.001 0.4830
H -1.019 3.095 2.438 0.005 -0.009 -0.006 0.6031
H 0.346 3.504 -3.189 -0.014 -0.006 0.013 0.5592
F 0.610 -1.941 0.485 -0.117 0.145 -0.113 -0.7749
Sb 0.483 -1.458 -3.234 -0.112 0.467 0.252 1.9974
F -1.231 -1.243 -3.982 -0.029 -0.081 -0.145 -0.5703
F 1.220 -0.147 -4.386 0.073 0.063 -0.096 -0.5987
F 0.952 -2.772 -4.508 0.015 -0.125 -0.103 -0.5910
F 2.133 -1.595 -2.361 0.210 -0.048 -0.002 -0.5793
F -0.245 -2.748 -2.099 -0.064 -0.059 0.108 -0.5323

---

3.
9
Properties=species:S:1:pos:R:3:forces:R:3:mulliken_charge:R:1 method="wB97M-V/def2-TZVPD" multiplicity=2 total_charge=+2 e_above_lowest_kcal_mol=19.4 homo_ev="-19.0848 / -20.5535" energy_ev=-14106.0579 homo_lumo_gap_ev="8.02 / 8.43"
H 2.938 -0.412 -0.633 0.364 0.404 0.313 0.4871
F -1.021 -1.094 1.168 0.751 0.042 -0.240 -0.1138
O -1.142 1.016 0.626 0.943 -0.422 -0.511 -0.3891
C -0.728 -0.077 0.411 -2.959 -0.084 -0.436 0.7030
Hg -2.713 2.425 2.122 -0.273 0.246 0.252 0.9835
O 2.161 -0.642 -0.073 -0.383 0.132 0.455 -0.2557
C -0.102 -0.600 -1.067 1.561 2.133 2.976 -0.3130
C 1.043 -0.366 -0.504 0.549 -2.269 -3.126 0.5286
H -0.436 -0.249 -2.051 -0.553 -0.182 0.318 0.3694

---

4.
37
Properties=species:S:1:pos:R:3:forces:R:3:mulliken_charge:R:1 method="wB97M-V/def2-TZVPD" total_charge=+2 e_above_lowest_kcal_mol=2.4 homo_ev="-15.7036 / -15.7038" energy_ev=-57140.3136 homo_lumo_gap_ev="6.48 / 6.47"
Os 0.961 0.574 0.355 0.347 0.640 0.086 1.0894
S 3.078 0.093 0.757 -0.235 -0.104 -0.388 -0.1356
C 2.792 0.254 2.470 0.248 -0.069 0.385 0.4235
S 1.091 0.644 2.572 -0.119 0.121 -0.017 -0.0897
C 3.700 0.156 3.467 -0.552 0.134 -0.497 0.9048
C 5.057 -0.158 3.167 0.309 -0.146 0.068 -0.2085
N 6.137 -0.440 2.892 -0.104 0.074 -0.026 -0.2496
C 3.276 0.377 4.811 0.074 -0.107 0.374 -0.2309
N 2.900 0.520 5.887 -0.010 0.052 -0.137 -0.2482
S 2.375 3.849 -2.421 -0.027 -0.136 0.074 0.0139
C 1.073 4.403 -1.462 0.007 0.016 -0.025 -0.2249
C 0.625 3.419 -0.655 -0.265 0.034 0.134 -0.5512
N 1.300 2.226 -0.815 0.452 -0.399 0.068 -0.1148
C 2.269 2.329 -1.720 -0.106 0.044 -0.130 -0.0550
H 0.712 5.417 -1.531 -0.002 -0.006 0.000 0.4398
H -0.185 3.482 0.056 0.039 0.061 0.018 0.3965
H 2.927 1.511 -1.973 0.043 0.044 0.004 0.4021
C -1.341 -2.803 -1.985 -0.012 0.028 -0.011 -1.1246
N -1.078 -1.431 -1.523 0.047 0.022 0.064 0.1352
C 0.039 -0.745 -2.159 -0.238 0.054 -0.021 -1.4103
C -1.588 -0.922 -0.396 0.146 -0.088 -0.212 1.0331
O -0.867 -0.059 0.292 -0.218 -0.157 0.190 -0.8539
N -2.782 -1.205 0.077 0.082 0.027 -0.063 0.0183
C -3.880 -1.695 -0.765 0.005 -0.011 0.004 -1.1406
C -3.145 -0.856 1.457 -0.042 -0.044 0.050 -0.9990
H -0.388 -3.328 -2.056 -0.003 -0.004 -0.014 0.4241
H -1.822 -2.798 -2.961 -0.012 -0.005 0.003 0.3672
H -1.964 -3.327 -1.270 -0.009 -0.014 0.025 0.3837
H 0.114 -1.084 -3.191 0.059 -0.020 0.010 0.4365
H 0.999 -0.982 -1.673 0.061 -0.016 0.005 0.4039
H -0.149 0.331 -2.200 0.025 -0.037 -0.007 0.5033
H -3.638 -1.571 -1.816 0.009 0.001 -0.006 0.4046
H -4.760 -1.096 -0.537 -0.003 -0.008 0.007 0.4060
H -4.101 -2.740 -0.553 0.000 0.002 0.012 0.3686
H -2.263 -0.833 2.088 0.007 0.008 -0.005 0.3431
H -3.822 -1.623 1.826 -0.005 0.008 -0.008 0.4002
H -3.649 0.110 1.486 0.002 0.002 -0.014 0.3390